Entry 1:
65
Properties=species:S:1:pos:R:3:forces:R:3 method="wB97M-V/def2-TZVPD" orbital_gap_ev=3.854 total_charge=+1 fmax_ha_per_bohr=0.094 e_above_lowest_kj_mol=169.3
H 2.50804 -2.53638 -2.62679 -0.727 -0.020 -0.508
C 2.12192 1.70077 0.68633 0.376 0.422 -0.553
C 1.50159 -2.92821 -2.88749 0.823 -0.197 0.931
H -1.52506 1.56175 0.35204 -0.218 -0.796 0.334
C -1.71069 -0.04235 1.92833 -1.023 -1.150 -0.151
H 3.10328 1.31975 0.36327 -0.215 0.105 -0.198
H 2.19147 2.80032 0.76656 0.085 -0.467 -0.196
H 1.81797 -0.48155 -3.82535 0.156 -0.231 -0.210
H -3.63706 3.94019 -2.07961 0.259 -0.051 0.376
C -1.98035 -0.53947 -0.28610 -0.560 -0.200 1.250
Ti 0.10898 -1.18995 0.65944 0.108 0.454 4.787
H -2.23616 -0.38711 -1.30762 0.339 -0.089 -0.526
H -1.73186 0.55992 2.83346 0.536 -0.339 -0.303
H -3.16936 3.04843 -0.60642 -0.230 0.316 0.043
H 1.37357 1.48338 -0.07862 0.028 0.086 0.087
C 0.36896 -3.32213 1.68524 1.352 -0.220 0.546
H 1.56371 -3.34290 -3.89855 -0.038 0.015 -0.251
C 0.88756 0.15992 -2.03191 -1.054 0.932 1.775
O 0.58796 -0.80332 -0.98076 1.630 1.234 -4.199
H 0.32227 4.60304 -1.20899 -0.430 0.000 -0.262
H -0.50209 5.30398 -2.62944 0.099 -0.533 0.108
H 1.28089 -3.75012 -2.19996 -0.169 0.109 -0.340
H 1.85140 0.62353 -1.80783 -0.064 -0.281 -0.265
H -2.32053 2.41911 -3.27533 0.088 0.164 0.249
C 1.75035 1.17148 2.00270 -0.324 0.090 2.554
C 0.47304 -1.90212 -2.94915 -0.020 0.409 -0.317
H -1.17272 -0.64743 4.31774 -0.010 -0.150 0.107
C 0.74810 -0.00018 3.62777 1.358 1.216 -0.165
H -2.17189 -2.11758 2.67138 0.483 0.087 -0.287
C -1.90595 2.64005 -2.27845 0.377 0.256 -0.199
C -1.88549 4.76865 -1.04985 0.751 -0.989 -0.668
O -0.58469 3.20729 -2.42488 -0.981 0.417 0.508
H -2.32351 5.68611 -1.36818 -0.227 0.813 0.156
C -0.11270 -0.90393 4.39955 -0.547 -0.759 0.586
H 2.73615 2.63772 3.31614 -0.071 -0.137 0.108
C 0.83313 -0.52800 -3.37660 0.413 -0.340 -0.630
C 2.11135 1.75608 3.23694 -0.267 -0.474 -1.164
C -2.07266 -1.76781 0.44629 -0.098 0.133 -0.494
H -0.01084 -1.96956 4.15746 -0.161 0.288 0.105
C -2.78939 3.61736 -1.45630 -0.206 -1.060 -0.719
H -1.68738 4.75853 0.00477 -0.028 0.192 0.510
H 2.66531 -2.63344 -0.68899 -0.497 0.429 0.722
H -2.24779 -2.75629 0.01375 -0.168 0.437 0.282
C 2.03461 -2.66443 0.20768 0.033 -1.088 0.756
C -0.58174 4.53087 -1.84187 0.589 0.448 -0.099
H 0.12960 0.94758 -1.96460 0.243 0.045 -0.135
H 0.11370 -0.08754 -4.08395 0.027 -0.185 0.466
H 3.48137 -2.01911 1.77729 -0.601 0.118 -0.042
H -1.18479 -2.73864 -3.83082 0.109 -0.014 0.052
C 2.48346 -2.38881 1.52559 -0.454 -0.619 -0.638
H 1.53708 1.13600 5.35311 0.017 0.025 -0.778
H -0.52417 -3.81157 2.06933 0.375 0.210 -0.008
N 0.92609 0.08079 2.24155 -0.024 0.220 -0.199
H 1.64768 -2.91955 3.52084 -0.319 0.504 -0.394
H 0.17132 -3.75412 -0.48915 -0.068 -0.096 -0.084
H -1.26989 -2.85445 -2.05885 0.482 -0.008 -0.403
C 0.73517 -3.28854 0.29754 0.588 0.464 0.551
C 1.49326 1.00555 4.26094 -0.397 -0.585 -0.551
C -0.94713 -2.20970 -2.89249 -0.868 -0.289 0.421
C -1.72723 0.50947 0.62276 0.374 -0.276 -0.304
H -1.56784 -1.31607 -2.85515 0.223 -0.042 -0.266
H 0.14525 -0.77919 5.46097 -0.073 -0.128 -0.306
C -1.93923 -1.46470 1.83471 -0.297 1.810 -0.117
H -1.77715 1.69133 -1.74854 -0.147 0.022 -0.105
C 1.49175 -2.82271 2.44715 -0.741 -0.657 -1.335

Entry 2:
17
Properties=species:S:1:pos:R:3:forces:R:3 method="wB97M-V/def2-TZVPD" orbital_gap_ev=9.858 fmax_ha_per_bohr=0.005 e_above_lowest_kj_mol=114.2 smiles="C=CCOC(=C)C"
C 1.84257 0.22160 0.23172 0.056 -0.077 0.168
H 1.83469 0.54877 2.31962 0.048 -0.061 -0.154
C -2.45642 -0.48637 0.14266 -0.042 -0.030 0.018
C -0.55492 -0.83268 -1.45270 0.013 0.048 0.051
H 0.95280 2.15697 0.48258 -0.014 -0.120 -0.097
H -3.09328 0.40296 0.09170 0.094 -0.100 0.001
H -2.37612 -0.77145 1.19724 0.023 0.043 -0.144
H -1.09537 -1.65039 -1.91410 0.015 0.154 0.054
C -1.10100 -0.18218 -0.42216 -0.074 -0.159 -0.126
H 2.26701 -0.35715 -0.58729 -0.046 0.096 0.166
H 0.80595 1.51476 -1.16668 -0.002 -0.064 0.159
O -0.53309 0.84613 0.26296 -0.084 -0.086 -0.008
C 2.24691 -0.00487 1.47705 -0.029 0.028 -0.145
H 0.42166 -0.59492 -1.85617 -0.134 -0.037 0.071
H -2.93635 -1.29719 -0.40949 0.092 0.117 0.073
C 0.78255 1.24811 -0.10103 0.190 0.136 -0.041
H 2.99241 -0.76209 1.70410 -0.104 0.112 -0.045

Entry 3:
57
Properties=species:S:1:pos:R:3:forces:R:3 method="wB97M-V/def2-TZVPD" spin_multiplicity=8 orbital_gap_ev="5.634 / 7.116" total_charge=-1 fmax_ha_per_bohr=0.064 s_squared=15.760 e_above_lowest_kj_mol=42.9
H 1.13181 -4.32611 0.19401 -0.035 -0.022 -0.035
H 0.32191 2.65339 2.15611 0.068 -0.161 -0.015
O 1.56231 2.00849 -3.51299 0.119 -1.153 0.212
H 2.70401 -4.93431 0.70161 0.106 -0.099 0.080
O -0.36919 -0.84001 6.34741 -0.934 -0.290 1.310
C 4.64951 1.91069 -0.96609 -0.251 0.053 0.531
C 0.48111 -0.68621 5.50041 -0.135 0.894 -2.382
H 2.87651 -2.67891 -2.08879 -0.054 -0.039 -0.085
H 4.27741 1.67769 -1.95719 -0.136 -0.078 -0.045
O -2.64789 0.54929 -1.01589 -0.040 0.591 -0.656
H 2.34761 -4.72991 -1.02609 0.043 -0.089 -0.081
Eu 0.17651 0.96399 -0.96129 1.338 1.588 0.155
O -1.10099 1.16139 -2.78969 -1.536 0.224 -1.585
H 0.51671 1.93709 4.52461 -0.008 0.071 0.085
P -2.20309 1.79679 -1.98639 -0.672 -0.016 -0.024
H -0.26219 -2.07911 3.21121 0.056 -0.057 -0.034
O -3.46599 2.17329 -2.88099 -0.110 0.189 0.265
H 2.60191 -2.78301 2.17221 -0.079 -0.049 0.162
H -5.86739 1.93259 -3.97529 -0.112 0.050 -0.005
H 3.09441 -0.38681 2.27271 -0.134 0.073 0.179
H -5.49559 0.42689 -3.12999 -0.043 -0.094 0.131
C 2.91131 -2.17751 -1.13249 0.104 0.191 0.154
C -0.16069 -1.54921 0.55011 0.103 -0.042 0.439
C 2.76571 -2.23901 1.25561 0.047 -0.063 -0.180
N 0.07421 0.74199 1.41491 0.014 -0.569 1.415
C 2.65461 -2.89751 0.03261 0.172 0.320 -0.015
O 1.70011 -0.86631 5.42191 1.293 -0.480 0.764
C -0.06829 -0.56571 1.72471 -0.206 0.101 0.145
C -3.26099 0.62409 1.32861 0.068 0.052 -0.263
S 3.31541 1.63299 0.25641 0.126 -0.874 -1.042
O 0.14261 -1.05741 -0.59129 -0.198 -3.220 0.700
H 4.92681 2.95859 -0.92159 -0.036 0.126 0.044
H 5.49841 1.28779 -0.71129 0.138 -0.101 0.071
H -4.10879 0.65329 2.00521 -0.185 0.004 0.134
H -5.52579 0.45739 -4.89409 -0.060 -0.074 -0.142
O 2.07711 2.07899 -0.49649 1.645 1.145 0.560
C 3.18521 -0.82171 -1.08909 0.347 -0.016 0.000
C -3.75069 0.67699 -0.10669 -0.069 0.129 0.440
H -3.55989 1.99359 -4.91429 0.016 -0.101 0.093
H -3.16519 0.48929 -4.05449 -0.070 0.090 -0.067
C -5.26809 1.02619 -4.00569 0.320 0.198 0.098
C 0.31211 1.20949 3.75391 -0.301 -0.121 -0.190
C 1.48151 0.95239 -3.08929 0.580 1.368 -1.531
C 0.24741 1.60149 2.43291 -0.133 -0.007 -0.206
H -2.61359 1.47719 1.54401 -0.028 -0.120 -0.022
C 3.03291 -0.88291 1.31541 0.077 0.152 -0.085
C -0.10349 -1.02651 3.02751 -0.187 0.261 -0.162
Te -1.32559 3.55759 -0.65319 -1.248 1.052 -0.101
H -4.28159 1.61589 -0.29909 -0.004 -0.092 -0.013
H 3.41241 -0.30131 -2.01079 -0.149 -0.003 0.080
C 0.10661 -0.13251 4.07791 0.385 -0.280 0.416
O -0.45779 -2.70811 0.77361 -0.257 -0.525 0.217
C 3.20671 -0.16391 0.13821 0.395 0.120 0.248
H -2.71309 -0.30091 1.50581 -0.001 0.026 0.032
H -4.42209 -0.16131 -0.30829 0.006 0.081 -0.092
C 2.20021 -4.31351 -0.03369 -0.171 -0.095 0.069
C -3.79509 1.38309 -4.03699 0.018 -0.219 -0.165

Entry 4:
70
Properties=species:S:1:pos:R:3:forces:R:3 method="wB97M-V/def2-TZVPD" orbital_gap_ev=7.249 total_charge=+1 fmax_ha_per_bohr=0.088
N -4.10949 2.64645 -7.61145 -0.255 0.184 -0.138
O -3.39188 0.74706 -4.03573 0.149 0.085 0.221
H -5.82614 3.68679 -6.98124 0.088 -0.095 -0.066
C 8.45325 0.78783 4.27704 0.204 -0.198 -0.057
C -1.49938 1.16596 -5.30340 0.295 -0.285 -0.029
O 0.20971 1.09118 4.48844 -0.073 -0.200 -0.136
H 3.10520 -1.62690 0.36214 -0.187 -0.347 -0.817
H -4.54055 -1.98311 -7.35563 -0.119 0.064 -0.020
C 0.56324 0.27220 2.36371 -0.160 -0.128 -0.130
C 2.79107 -1.99350 -0.64862 0.839 0.501 1.037
C -0.48901 -0.54459 -1.11736 -1.808 1.750 -0.536
H -4.52926 -0.93829 -5.90166 -0.015 0.167 -0.053
O -1.84636 1.99068 -3.17347 -0.140 -0.245 0.023
O -2.86782 2.39804 8.39238 0.178 0.101 0.052
H -5.09905 2.58603 -5.77329 0.084 0.018 -0.028
N 6.99465 1.02692 4.10852 0.189 -0.103 0.042
H -1.62000 -3.60543 -0.01314 0.821 0.424 -0.172
O 1.33396 -6.05315 1.56279 -0.033 0.381 -0.089
H 0.71743 1.26433 1.95451 0.099 -0.045 0.148
H -0.09734 -5.37761 4.11107 -0.071 0.115 -0.081
N -2.31485 1.31185 -4.06939 0.010 -0.014 -0.246
H -4.30112 4.14671 -6.16753 0.054 -0.115 0.022
H 8.97826 1.55571 3.71383 -0.049 0.056 0.138
H -0.50726 2.43954 6.54084 0.068 -0.036 0.118
C 4.46297 2.64588 2.77739 -0.088 0.001 -0.210
H -0.85517 0.45549 -1.49139 0.742 -1.045 0.453
H -0.20838 1.15988 7.76158 0.052 0.144 -0.027
C -0.35304 -5.73146 3.11505 -0.081 -0.223 0.132
O 2.19165 3.00003 2.95767 -0.031 -0.179 -0.277
N 0.84030 -0.65783 -1.08438 -1.069 0.541 -0.292
C -1.53750 -1.46786 -0.76022 3.203 -3.039 0.995
C -0.97704 -2.76399 -0.32023 0.467 3.969 -1.416
H 4.66572 3.70870 2.66602 -0.102 -0.019 0.138
C 0.47033 -2.79148 -0.36082 -0.735 -2.369 0.730
O 2.86589 1.64670 1.41385 0.078 0.165 -0.032
N -1.66955 2.56423 8.27386 -0.086 -0.039 0.050
C -4.89970 3.32229 -6.54923 -0.204 0.144 0.131
H -4.23952 -0.22704 -7.52540 -0.031 0.030 0.098
H 0.03281 -0.35710 1.65415 -0.137 -0.016 0.217
N 3.05776 2.41280 2.34884 0.328 0.188 -0.037
H 1.50633 -0.18811 2.64732 0.019 0.201 0.049
N -0.25521 0.41459 3.59664 -0.165 -0.200 -0.064
H -0.55566 0.70276 -5.02021 -0.009 0.148 0.120
O 6.56525 2.09933 4.48946 0.302 -0.313 0.084
O -1.33126 -0.15571 3.62539 0.117 0.122 0.082
C -4.76480 -0.99616 -6.96237 0.200 -0.182 -0.034
N 1.31971 -1.80660 -0.69957 -1.679 -1.450 -0.012
H -1.68310 1.11068 6.75086 -0.007 0.099 0.061
H -2.62052 -1.26661 -0.79906 0.843 0.140 -0.097
H -1.30740 -5.32639 2.78672 0.071 0.105 0.100
H 0.94600 -3.74371 -0.04937 -0.168 0.945 -0.387
C -0.96196 1.75175 7.24768 -0.092 -0.140 -0.143
N 0.69231 -5.23284 2.18031 -0.023 -0.347 0.225
H -1.34391 2.15855 -5.71169 0.086 -0.071 0.082
O -3.02801 2.17461 -7.28102 -0.441 0.152 -0.296
H 8.67546 0.85733 5.33914 -0.018 0.139 -0.062
O -6.63805 0.32967 -6.71447 0.102 -0.078 -0.039
N -6.22331 -0.74375 -7.11146 -0.082 -0.118 -0.098
O -0.99379 3.33878 8.92144 -0.140 -0.099 -0.077
O 0.83309 -4.02055 2.09889 0.022 -0.186 0.094
H 3.31632 -1.36139 -1.39163 -0.768 -0.417 0.265
H 5.12178 2.05846 2.14648 -0.150 -0.032 0.019
H 3.08491 -3.05732 -0.73959 -0.542 0.656 -0.070
H 8.69026 -0.20074 3.89642 -0.119 0.056 0.006
O 6.33219 0.13964 3.60403 -0.066 0.238 0.091
O -4.58142 2.60540 -8.72245 0.266 -0.166 0.151
H 4.54398 2.33694 3.81147 -0.136 0.138 -0.055
O -6.89378 -1.61861 -7.61506 0.024 0.208 0.124
H -0.36128 -6.81637 3.08060 0.090 0.081 -0.075
H -2.03892 0.54246 -6.00497 -0.008 0.084 0.096